A structure of composition C11H14Br15N2OS in a non-equilibrium geometry, computed with ωB97M-V with the def2-TZVPD basis set.

Calculated values
**Frontier orbital gap**: 6.22 eV
**Net charge**: +1

Each line ends with the natural charge from an NBO analysis.
CARTESIAN COORDINATES (ANGSTROEM)
C 2.1231 0.6386 -0.0469  -0.31
O 1.4600 1.7679 0.5733  -0.53
C 0.8007 2.5265 -0.4306  -0.10
C -0.3524 1.6950 -0.9655  0.20
C -0.4628 1.4409 -2.3425  -0.14
C -1.5111 0.6519 -2.7753  -0.16
S -1.7748 0.2038 -4.4528  0.11
C -2.3994 0.1786 -1.8066  0.06
N -2.1758 0.5060 -0.5483  -0.20
N -1.1914 1.2227 -0.0686  -0.13
H 2.4548 0.8775 -1.0587  0.18
H 3.0453 0.3397 0.5380  0.24
H 1.4588 -0.2291 -0.0538  0.18
H 1.4978 2.7775 -1.2301  0.20
H 0.4174 3.4049 0.0847  0.24
H 0.2508 1.8430 -3.0456  0.26
H -0.6054 -0.3447 -4.8262  0.17
H -3.2476 -0.4439 -2.0517  0.27
H -2.8400 0.1615 0.1395  0.44
C -3.1882 -4.0161 -5.2964  -0.49
Br -4.9766 -3.8968 -5.9731  0.13
Br -2.8887 -2.7548 -3.8536  0.02
Br -2.7318 -5.8075 -4.7757  0.12
H -2.5202 -3.7369 -6.0981  0.22
C -7.1914 -7.3517 -7.9281  -0.50
Br -8.0519 -5.6621 -7.5796  0.08
Br -5.3718 -7.3597 -7.3013  0.08
Br -8.1968 -8.8227 -7.2114  0.11
H -7.1601 -7.4771 -9.0005  0.23
C 4.8022 3.0171 2.4799  -0.51
Br 5.1046 2.7939 4.3714  0.08
Br 3.3205 1.9322 1.8376  0.12
Br 4.5495 4.8644 2.0046  0.08
H 5.6965 2.6784 1.9765  0.22
C 1.7730 1.4227 6.5116  -0.50
Br 2.7671 -0.1182 5.9367  0.10
Br 0.8429 2.2579 5.0466  0.08
Br 0.5877 1.0085 7.9681  0.10
H 2.4901 2.1447 6.8792  0.22
C 4.5810 3.0801 8.9200  -0.51
Br 5.6482 2.0096 7.7254  0.10
Br 5.6009 3.7045 10.4218  0.12
Br 3.7158 4.5250 7.9841  0.09
H 3.8004 2.4406 9.3081  0.22



A cluster of 6 separate species, H12O6 in total in a non-equilibrium geometry, computed with ωB97M-V with the def2-TZVPD basis set.

Calculated values
**Frontier orbital gap**: 10.44 eV
**SMILES**: O.O.O.O.O.O
**Relative energy (zero: lowest compared OMol25 entry of this formula, charge and spin)**: 161.6 kJ/mol

Each line ends with the natural charge from an NBO analysis.
CARTESIAN COORDINATES (ANGSTROEM)
O -1.9890 23.3900 -5.6900  -0.94
H -2.3490 23.5990 -4.7950  0.44
H -2.4420 24.0570 -6.1900  0.48
O -1.2850 25.9960 -4.4490  -0.91
H -1.2370 25.1980 -3.9150  0.46
H -2.1630 25.9220 -4.7040  0.45
O -4.1970 22.8850 -8.5860  -0.97
H -3.3110 22.4580 -8.5200  0.50
H -4.7850 22.1320 -8.7220  0.49
O 0.3460 24.4160 -6.9200  -0.95
H 1.0820 24.7760 -6.4020  0.46
H -0.4080 24.4940 -6.3170  0.49
O -2.6630 25.1030 -7.6450  -0.95
H -3.0620 25.9370 -7.4750  0.47
H -3.3950 24.5490 -7.9820  0.49
O -4.1730 23.3480 -11.4080  -0.95
H -4.2660 23.1610 -10.4610  0.47
H -4.8190 24.0350 -11.5300  0.46



A cluster of 2 separate species, C21H25O2S in total in a non-equilibrium geometry, computed with ωB97M-V with the def2-TZVPD basis set.

Calculated values
**Frontier orbital gap**: 6.29 eV
**Relative energy (zero: lowest compared OMol25 entry of this formula, charge and spin)**: 0.0 kJ/mol
**Net charge**: +1

Each line ends with the natural charge from an NBO analysis.
CARTESIAN COORDINATES (ANGSTROEM)
C 3.9225 -0.0676 -0.0204  -0.40
C 3.0172 -1.1408 0.5992  -0.41
C 2.2605 -0.6173 1.8154  -0.53
S 1.1796 0.7779 1.4414  0.24
C 2.4758 1.8490 0.7904  -0.54
C 3.2214 1.2443 -0.3943  -0.41
H 4.7027 0.1724 0.7151  0.21
H 4.4190 -0.4803 -0.9088  0.22
H 2.3050 -1.5285 -0.1404  0.19
H 3.6310 -1.9952 0.9174  0.22
H 1.5970 -1.3847 2.2355  0.23
H 2.9557 -0.2730 2.5948  0.22
H 1.9609 2.7775 0.5116  0.23
H 3.1591 2.0465 1.6287  0.22
H 3.9697 1.9725 -0.7374  0.23
H 2.5260 1.0945 -1.2295  0.18
C -3.1793 5.6482 -0.1399  -0.26
O -2.0605 5.2079 -0.9435  -0.46
C -1.8151 3.8811 -1.1133  0.42
C -0.6327 3.5512 -1.8205  -0.28
C -0.1578 2.2722 -1.8040  -0.11
C -0.8640 1.2238 -1.1349  -0.12
C -0.2194 -0.0363 -1.0189  0.11
C -0.7145 -1.1838 -0.3282  -0.21
C -0.3521 -2.4765 -0.8246  -0.13
C -0.7729 -3.6197 -0.1716  -0.02
C -1.5914 -3.4759 0.9781  0.38
O -1.9525 -4.6523 1.5558  -0.45
C -1.3594 -5.7277 0.7453  -0.07
C -0.5461 -5.0803 -0.3813  -0.48
C -1.9681 -2.2276 1.4882  -0.28
C -1.4997 -1.0987 0.8598  -0.11
C -2.1633 1.5307 -0.6398  -0.12
C -2.6125 2.8385 -0.5688  -0.31
H -3.1187 6.7324 -0.2056  0.22
H -4.1281 5.2926 -0.5620  0.19
H -3.0693 5.3254 0.9034  0.19
H -0.1029 4.3574 -2.3221  0.25
H 0.7778 2.0302 -2.3144  0.23
H 0.6432 -0.2025 -1.6759  0.22
H 0.2161 -2.5445 -1.7556  0.22
H -0.7515 -6.3414 1.4195  0.21
H -2.1876 -6.3426 0.3731  0.20
H -0.8875 -5.4372 -1.3556  0.24
H 0.5080 -5.3570 -0.2897  0.24
H -2.6236 -2.2001 2.3559  0.25
H -1.7382 -0.1222 1.2762  0.24
H -2.8119 0.7174 -0.3126  0.23
H -3.5675 3.0702 -0.0913  0.24



An isolated molecule of C3H3N4O2PS2 in a non-equilibrium geometry, computed with ωB97M-V with the def2-TZVPD basis set.

Calculated values
**Frontier orbital gap (spin up / spin down)**: 8.29 / 5.32 eV
**Spin multiplicity**: 3

Each line ends with the Löwdin spin population.
CARTESIAN COORDINATES (ANGSTROEM)
C 3.1542 -0.8300 0.3680  0.18
C 2.6328 0.4666 -0.1318  0.19
C 0.7052 -0.4740 0.6916  0.12
N 4.4216 -0.7848 0.0376  -0.02
N 3.5974 1.0348 -0.8476  0.00
N 4.6880 0.3431 -0.6145  0.31
N 1.2840 0.6597 0.0516  0.20
O 0.9080 -1.7055 -1.8720  0.01
O -1.2878 -0.4751 -1.3311  0.01
P -0.1516 -1.5532 -0.8844  0.11
S -0.9006 -3.0016 0.1490  0.71
S 2.0497 -1.6692 1.2688  0.17
H -0.0330 -0.1502 1.6438  0.01
H 0.6621 1.3612 -0.2611  0.00
H -1.1947 -0.2957 -2.2684  0.00



A structure of composition C22H28BBr33Cl2O6 in a non-equilibrium geometry, computed with ωB97M-V with the def2-TZVPD basis set.

Calculated values
**Frontier orbital gap**: 8.57 eV

Each line ends with the Mulliken charge.
CARTESIAN COORDINATES (ANGSTROEM)
C -0.4518 3.9616 -4.7526  -1.07
C 0.5699 3.0062 -3.9346  -0.11
O 0.0688 2.8659 -2.5585  -0.30
B 0.8941 1.9195 -1.8374  0.29
O 1.9152 1.1467 -2.4934  -0.39
C 0.6427 1.7872 -0.2125  -0.80
O 1.9123 1.5021 0.4279  0.23
C 1.7811 0.5800 1.4918  0.04
O 0.7729 0.4107 2.1998  -0.62
C 3.1092 -0.2894 1.8305  -0.67
C 4.2846 0.8427 2.0926  -0.65
O 5.2470 0.7383 1.0072  -0.26
C 5.6020 2.0050 0.4877  0.63
C 5.8463 2.1808 -1.0990  -0.15
O 5.7866 3.0309 1.1790  -0.57
C -0.1132 3.0623 0.3797  -0.01
Cl -1.8233 2.7658 0.9995  0.07
C 0.4133 4.3605 0.4587  0.50
C -0.3974 5.6335 1.0218  -0.90
Cl 2.1241 4.7097 -0.0951  -0.21
H -0.7140 4.8875 -4.1233  0.28
H 0.1157 4.2498 -5.7110  0.33
H -1.3952 3.3828 -5.0614  0.26
H 0.5724 2.0136 -4.4965  0.26
H 1.6175 3.4602 -3.9044  0.22
H 2.7702 1.6236 -2.3648  0.18
H -0.0668 0.8826 -0.1069  0.48
H 3.3761 -0.9784 0.9592  0.55
H 2.8831 -0.8965 2.7746  0.48
H 3.7915 1.8826 2.1358  0.44
H 4.7037 0.6381 3.1266  0.52
H 4.8808 2.0715 -1.7026  -0.17
H 6.2187 3.2487 -1.2784  0.29
H 6.5819 1.3780 -1.4688  0.03
H -1.4910 5.5775 0.6716  0.16
H -0.3019 5.7464 2.1471  0.26
H 0.0810 6.5508 0.5185  0.34
C -5.4210 4.2362 2.6048  -0.36
Br -6.9649 3.8457 1.4988  0.04
Br -4.3816 2.6416 2.9729  -0.03
Br -4.3312 5.6518 1.8491  -0.03
H -5.7963 4.5995 3.5594  0.36
C 8.3016 -0.4526 -4.2470  -0.11
Br 6.4780 0.0654 -3.8332  0.09
Br 9.5079 -0.1026 -2.7687  -0.06
Br 8.4075 -2.2949 -4.8464  0.01
H 8.6273 0.1705 -5.0780  0.14
C 5.6890 -3.2569 2.6789  -0.53
Br 5.1707 -1.4226 2.3138  0.21
Br 4.1529 -4.4398 2.7703  -0.05
Br 7.0126 -3.8850 1.4100  -0.02
H 6.1583 -3.2682 3.6609  0.44
C 6.3753 1.1241 -8.0150  -0.36
Br 8.2974 1.3282 -7.8507  -0.03
Br 5.8301 -0.7279 -7.8381  0.00
Br 5.4222 2.2762 -6.7811  0.01
H 6.1059 1.4413 -9.0203  0.36
C 10.1648 -4.8612 -2.4167  -0.02
Br 9.5919 -6.6864 -2.7337  -0.03
Br 9.1905 -4.0441 -0.9531  0.05
Br 12.0832 -4.7408 -2.1613  -0.02
H 9.9268 -4.2923 -3.3134  -0.02
C -8.3820 0.4169 4.2849  -0.41
Br -6.6136 -0.1904 3.7784  0.13
Br -8.3110 2.0346 5.3533  -0.05
Br -9.5375 0.6197 2.7421  0.03
H -8.8191 -0.3587 4.9107  0.34
C -9.3466 1.3407 -1.7291  -0.33
Br -7.4238 1.5361 -1.5783  -0.01
Br -9.8985 -0.5064 -1.5216  0.03
Br -10.2914 2.5149 -0.5087  -0.06
H -9.6192 1.6447 -2.7376  0.34
C -3.6746 -2.4155 1.8784  -0.42
Br -4.9983 -1.6746 0.6712  -0.03
Br -2.8061 -1.0343 2.9270  0.15
Br -4.4218 -3.8090 2.9995  0.11
H -2.9061 -2.8793 1.2638  0.29
C -10.7768 -4.3570 -1.0009  -0.31
Br -12.5984 -3.8276 -0.5986  0.00
Br -9.5738 -3.9724 0.4701  0.07
Br -10.6702 -6.2128 -1.5526  -0.04
H -10.4493 -3.7543 -1.8460  0.25
C -7.0745 -5.2900 6.3005  -0.34
Br -5.3007 -5.9016 5.8107  -0.03
Br -7.0091 -3.6658 7.3576  -0.01
Br -8.2218 -5.0947 4.7493  0.00
H -7.5156 -6.0615 6.9282  0.34
C -0.1133 -4.8141 3.7065  -0.19
Br -1.0397 -6.5148 3.6069  -0.02
Br -0.3340 -3.7779 2.0825  0.02
Br -0.6278 -3.8042 5.2792  -0.02
H 0.9481 -5.0342 3.8019  0.17



A structure of composition C36H58BrN2O7P2Ti in a non-equilibrium geometry, computed with ωB97M-V with the def2-TZVPD basis set.

Calculated values
**Frontier orbital gap**: 6.71 eV
**Relative energy (zero: lowest compared OMol25 entry of this formula, charge and spin)**: 53.2 kJ/mol
**Net charge**: +1

Each line ends with the Mulliken charge.
CARTESIAN COORDINATES (ANGSTROEM)
Ti 1.4892 0.2307 0.5742  -0.93
N 3.0097 -0.4983 2.2969  -0.12
C 2.8624 -1.9222 2.2941  -0.25
C 3.0096 -2.7281 3.3770  -0.61
C 2.8403 -4.1312 3.2618  -0.93
C 2.5611 -4.6910 2.0540  -0.82
C 2.4090 -3.8658 0.9095  0.89
C 2.1707 -4.3744 -0.3849  -0.93
C 2.0884 -3.5134 -1.4337  -1.17
C 2.1544 -2.1272 -1.1999  -0.03
N 2.3099 -1.6043 -0.0076  0.79
C 2.5216 -2.4753 1.0382  0.35
H 3.8545 -0.2295 1.8007  0.41
H 3.0727 -0.1137 3.2276  0.25
H 3.2696 -2.2902 4.3343  0.41
H 2.9603 -4.7581 4.1371  0.46
H 2.4644 -5.7650 1.9441  0.44
H 2.0731 -5.4465 -0.5319  0.47
H 1.9513 -3.8665 -2.4474  0.53
H 2.0621 -1.4302 -2.0205  0.48
C 3.2226 -0.2648 -5.9241  -1.60
C 3.2775 1.0176 -5.0764  1.62
C 4.7304 1.2514 -4.6625  -2.10
C 2.8156 2.2079 -5.9300  -1.60
C 2.3536 0.8642 -3.8583  -0.24
C 2.8246 0.9255 -2.5380  -0.03
C 1.9202 0.7677 -1.5155  -1.15
Br 3.4053 1.9221 0.6066  -0.52
C 0.5941 0.5317 -1.7456  0.84
O -0.0431 0.3422 -0.5296  0.82
C 0.0523 0.4322 -3.0256  -0.08
C 0.9907 0.6221 -4.0526  -0.58
C -1.3956 0.0819 -3.4062  2.13
C -1.4039 -1.2753 -4.1291  -1.87
C -2.3330 -0.0327 -2.2015  -1.67
C -1.9649 1.1601 -4.3387  -1.86
H 3.9324 -0.2023 -6.7550  0.46
H 2.2278 -0.4274 -6.3454  0.32
H 3.4819 -1.1378 -5.3184  0.30
H 5.3503 1.3523 -5.5577  0.44
H 5.1251 0.4149 -4.0773  0.39
H 4.8402 2.1675 -4.0744  0.40
H 3.4526 2.3100 -6.8148  0.47
H 2.8734 3.1381 -5.3573  0.37
H 1.7842 2.0837 -6.2721  0.27
H 3.8696 1.1114 -2.3187  0.57
H 0.6255 0.5675 -5.0754  0.36
H -0.9870 -2.0565 -3.4840  0.27
H -0.8109 -1.2430 -5.0467  0.37
H -2.4270 -1.5603 -4.3978  0.47
H -1.9862 -0.7803 -1.4878  0.17
H -3.3277 -0.3218 -2.5529  0.70
H -2.4278 0.9277 -1.6856  -0.16
H -1.4296 1.2068 -5.2893  0.34
H -1.9063 2.1474 -3.8701  0.30
H -3.0153 0.9464 -4.5614  0.49
C -3.0711 3.7869 3.5585  -1.33
C -2.0847 2.9348 4.3340  0.45
C -2.7594 1.8119 5.0868  -1.06
O -1.0053 2.3496 3.5295  -0.07
P -0.7629 2.1277 2.0046  0.26
O 0.6588 1.6919 1.8144  -0.64
C -1.8878 0.8012 1.4949  1.08
P -1.1987 -0.7800 2.0308  -0.62
O 0.2734 -0.9385 1.7859  1.23
O -1.9505 -1.9403 1.3004  -0.03
C -3.3750 -2.2692 1.5063  0.79
C -3.4680 -3.7215 1.9033  -1.36
C -4.0973 -1.9680 0.2140  -1.28
O -1.6122 -0.7740 3.5399  -0.15
C -0.8501 -1.2513 4.7098  0.48
C -0.4581 -2.7077 4.5550  -1.11
C 0.3207 -0.3313 4.9769  -0.54
O -1.1795 3.4568 1.3546  -0.14
C -0.8930 4.2115 0.1164  0.70
C 0.4706 3.9072 -0.4494  -1.38
C -2.0236 3.9546 -0.8511  -1.20
H -3.7817 4.2020 4.2733  0.52
H -3.6327 3.1946 2.8280  0.25
H -2.5850 4.6096 3.0386  0.27
H -1.5522 3.5667 5.0394  0.36
H -3.2643 1.1234 4.4029  0.15
H -3.5026 2.2362 5.7644  0.55
H -2.0376 1.2461 5.6798  0.18
H -1.9834 0.7896 0.4099  -1.53
H -2.8595 0.9377 1.9779  1.06
H -3.7641 -1.6356 2.3053  0.26
H -2.9827 -4.3416 1.1454  0.32
H -4.5164 -4.0152 1.9782  0.43
H -2.9886 -3.9070 2.8615  0.24
H -3.6970 -2.5864 -0.5935  0.28
H -3.9877 -0.9189 -0.0694  0.18
H -5.1606 -2.1878 0.3289  0.56
H -1.5741 -1.1546 5.5131  0.38
H 0.1533 -2.8591 3.6588  -0.01
H -1.3352 -3.3490 4.5019  0.28
H 0.1285 -3.0140 5.4238  0.50
H 1.0055 -0.3391 4.1294  -0.46
H 0.8451 -0.6796 5.8684  0.64
H -0.0080 0.6969 5.1390  0.05
H -0.9251 5.2418 0.4595  0.33
H 0.5508 2.8657 -0.7585  0.13
H 1.2651 4.1185 0.2642  0.41
H 0.6234 4.5284 -1.3326  0.55
H -2.0125 2.9122 -1.1855  0.09
H -1.9014 4.5947 -1.7261  0.50
H -2.9920 4.1735 -0.3955  0.38



A cluster of 2 separate species, C2H7NO2 in total in a non-equilibrium geometry, computed with ωB97M-V with the def2-TZVPD basis set.

Calculated values
**Frontier orbital gap**: 10.69 eV
**SMILES**: NC=O.CO
**Relative energy (zero: lowest compared OMol25 entry of this formula, charge and spin)**: 202.0 kJ/mol

Each line ends with the natural charge from an NBO analysis.
CARTESIAN COORDINATES (ANGSTROEM)
N 1.2123 -0.1839 0.4062  -0.85
C 1.4359 -0.9743 1.6324  0.52
O 0.9057 -2.0651 1.7200  -0.58
H 0.3732 -0.4128 -0.1005  0.40
H 1.4725 0.7666 0.3330  0.38
H 2.3069 -0.6233 2.2279  0.12
C -1.8625 1.5258 -2.1991  -0.25
O -1.2037 1.1699 -0.9816  -0.75
H -1.5953 2.5942 -2.3823  0.19
H -1.3847 0.6627 -2.8578  0.18
H -2.8470 1.2850 -2.2410  0.17
H -1.8678 0.8680 -0.3297  0.47



An isolated molecule of C2H9NO2Si in a non-equilibrium geometry, computed with ωB97M-V with the def2-TZVPD basis set.

Calculated values
**Frontier orbital gap**: 10.88 eV
**SMILES**: CO[SiH](N)OC
**Relative energy (zero: lowest compared OMol25 entry of this formula, charge and spin)**: 164.4 kJ/mol

Each line ends with the natural charge from an NBO analysis.
CARTESIAN COORDINATES (ANGSTROEM)
C -2.4961 -0.3423 -0.0827  -0.26
O -1.3128 -1.0615 0.0026  -0.88
Si 0.0458 -0.1869 0.3228  2.02
N 0.1774 1.5295 -0.0006  -1.29
O 1.3168 -1.0690 -0.2685  -0.90
C 2.6398 -0.5439 -0.1374  -0.25
H -2.3625 0.7174 -0.3089  0.17
H -3.2812 -0.6122 0.6731  0.19
H -3.0418 -0.8016 -1.0609  0.17
H -0.0767 0.1387 1.8393  -0.28
H 0.3358 1.8302 -0.9641  0.38
H -0.7291 1.9630 0.2078  0.38
H 2.6550 0.0438 0.8137  0.19
H 2.8547 -0.0562 -1.0444  0.18
H 3.2750 -1.5491 0.0082  0.19